Record 1
ORCA calculation (ωB97M-V/def2-TZVPD) on 2 unconnected molecules or ions with the total composition C4H9ClN3O.

ORCA input file:
```
! wB97M-V def2-TZVPD RIJCOSX def2/J DEFGRID3
* xyz 1 1
C -0.84 -2.06 -0.30
C -0.03 0.89 -0.66
C 1.17 -0.93 2.19
C -1.06 1.88 -1.20
N 0.77 0.36 -1.53
N 1.03 -0.48 0.88
N 0.25 0.54 0.66
O -1.55 -1.17 -0.49
Cl -1.80 1.47 -2.83
H -0.77 -3.19 -0.11
H 0.37 -1.64 2.44
H 2.18 -1.46 2.19
H 1.20 -0.06 2.96
H -1.89 2.12 -0.53
H -0.58 2.75 -1.43
H 0.43 0.22 -2.50
H 1.40 -0.29 -1.06
H -0.28 1.05 1.32
*
```

LUMO energy (alpha / beta) = -5.022 / -3.817 eV
gap between HOMO and LUMO (alpha / beta) = 6.7905 / 8.8794 eV

Need the Löwdin charges? In units of e they are: C 0.02; C -0.34; C -0.12; C -0.41; N 0.20; N -0.07; N 0.04; O 0.07; Cl 0.61; H 0.13; H 0.09; H 0.11; H 0.12; H 0.10; H 0.04; H 0.13; H 0.12; H 0.15

Record 2
ORCA calculation (ωB97M-V/def2-TZVPD) on a molecular structure, C6H6Cl2InMnO4.

ORCA input file:
```
! wB97M-V def2-TZVPD RIJCOSX def2/J DEFGRID3
* xyz 4 5
In -1.69 -0.65 -4.03
Mn -0.32 0.44 -0.64
Cl -0.55 -1.67 -1.86
Cl -1.18 1.67 -2.35
C 1.02 1.83 -0.42
C -0.09 -2.46 -5.06
C 0.02 0.81 -5.31
O 1.93 2.26 0.14
O 0.49 -3.41 -5.34
O 0.53 1.67 -5.87
C 1.04 -0.76 3.25
C 0.01 -0.03 2.48
C -1.09 0.66 3.22
O 0.06 0.00 1.22
H 0.84 -0.69 4.32
H 2.03 -0.34 3.06
H 1.05 -1.82 2.97
H -1.08 1.74 3.02
H -2.07 0.25 2.93
H -0.95 0.50 4.29
*
```

LUMO energy (alpha / beta) = -20.534 / -20.614 eV
gap between HOMO and LUMO (alpha / beta) = 4.3936 / 4.2837 eV
<S²> = 6.102

Need the Löwdin charges? In units of e they are: In 1.19; Mn 0.67; Cl 0.28; Cl 0.33; C 0.03; C 0.06; C 0.05; O 0.33; O 0.27; O 0.27; C 0.07; C -0.31; C 0.06; O -0.11; H 0.12; H 0.14; H 0.14; H 0.14; H 0.14; H 0.12

Record 3
ORCA calculation (ωB97M-V/def2-TZVPD) on a molecular structure, C39H51B2BrF8LuNO6S2SbSi.

ORCA input file:
```
! wB97M-V def2-TZVPD RIJCOSX def2/J DEFGRID3
* xyz -2 2
Lu -2.82 1.10 -0.55
C 3.58 5.12 -3.79
C 2.30 5.57 -3.08
C 1.34 6.13 -4.14
C 2.66 6.69 -2.10
C 1.62 4.42 -2.33
C 0.41 4.64 -1.66
C -0.22 3.59 -1.04
Br -1.82 3.94 -0.09
C 0.22 2.24 -1.05
O -0.51 1.29 -0.57
C 1.52 2.07 -1.60
C 2.14 3.14 -2.25
C 2.21 0.69 -1.60
C 1.97 -0.06 -0.28
C 1.65 -0.11 -2.78
C 3.73 0.79 -1.76
H 4.00 5.95 -4.34
H 3.38 4.31 -4.49
H 4.33 4.77 -3.07
H 1.81 6.94 -4.70
H 0.43 6.51 -3.69
H 1.05 5.34 -4.84
H 3.14 7.53 -2.62
H 3.35 6.32 -1.33
H 1.78 7.07 -1.59
H -0.04 5.62 -1.62
H 3.10 2.95 -2.71
H 0.93 -0.06 0.01
H 2.55 0.41 0.53
H 2.32 -1.09 -0.38
H 0.56 -0.16 -2.70
H 2.05 -1.12 -2.80
H 1.89 0.39 -3.72
H 4.17 1.47 -1.03
H 4.03 1.12 -2.76
H 4.16 -0.20 -1.61
C -1.53 -5.90 -2.01
Si -0.90 -5.07 -3.56
C 0.96 -5.17 -3.71
C -1.55 -6.04 -5.04
C -1.56 -3.32 -3.75
C -2.48 -3.00 -4.76
C -2.93 -1.70 -4.88
C -2.46 -0.73 -4.00
N -1.63 -1.01 -3.01
C -1.19 -2.27 -2.89
S -0.15 -2.62 -1.55
H -0.82 -6.66 -1.66
H -2.49 -6.39 -2.20
H -1.68 -5.18 -1.21
H 1.25 -6.22 -3.86
H 1.47 -4.80 -2.83
H 1.31 -4.60 -4.57
H -1.20 -7.07 -4.98
H -1.19 -5.62 -5.98
H -2.65 -6.06 -5.09
H -2.83 -3.76 -5.44
H -3.66 -1.43 -5.64
H -2.76 0.31 -4.06
F -2.62 1.75 -2.45
Sb -5.43 0.38 -1.79
F -6.46 0.97 -3.32
F -4.47 2.41 -0.72
F -6.89 0.83 -0.67
F -4.42 0.29 0.63
F -6.18 -1.42 -1.88
F -2.27 1.39 1.68
B -1.85 0.19 2.34
F -2.73 -0.10 3.37
C 4.72 -0.54 6.82
C 5.00 0.60 5.83
C 6.29 0.26 5.06
C 5.22 1.88 6.63
C 3.84 0.80 4.85
C 3.97 1.76 3.83
C 2.96 2.03 2.92
C 1.79 1.31 3.06
O 0.65 1.38 2.32
B -0.23 0.43 2.86
O 0.41 -0.20 3.95
C 1.65 0.36 4.04
C 2.65 0.08 4.95
H 5.59 -0.67 7.47
H 4.55 -1.48 6.30
H 3.86 -0.33 7.44
H 7.10 0.05 5.76
H 6.60 1.08 4.42
H 6.14 -0.62 4.44
H 6.03 1.76 7.35
H 4.31 2.15 7.18
H 5.47 2.72 5.98
H 4.90 2.31 3.74
H 3.07 2.77 2.14
H 2.49 -0.67 5.71
C -7.47 -3.37 4.26
C -6.35 -2.95 3.35
C -5.03 -3.00 3.79
C -3.98 -2.64 2.97
C -4.27 -2.18 1.69
C -5.56 -2.12 1.22
C -6.59 -2.51 2.06
S -2.89 -1.92 0.62
O -2.25 -3.22 0.57
O -1.91 -0.94 1.25
O -3.21 -1.40 -0.71
H -7.46 -2.81 5.19
H -7.40 -4.43 4.51
H -8.44 -3.21 3.78
H -4.81 -3.34 4.80
H -2.96 -2.69 3.32
H -5.78 -1.77 0.22
H -7.61 -2.45 1.69
*
```

LUMO energy (alpha / beta) = 3.506 / 2.429 eV
gap between HOMO and LUMO (alpha / beta) = 6.0159 / 4.9386 eV
<S²> = 0.771

Atomic partial charges in e from the Löwdin method, atoms 1 to 99: Lu 1.51; C -0.08; C -0.57; C -0.06; C -0.06; C -0.20; C -0.11; C -0.54; Br 0.88; C -0.41; O -0.24; C -0.08; C 0.00; C -0.52; C -0.05; C -0.06; C -0.08; H 0.07; H 0.08; H 0.08; H 0.07; H 0.07; H 0.09; H 0.07; H 0.08; H 0.07; H 0.09; H 0.08; H 0.06; H 0.08; H 0.07; H 0.04; H 0.07; H 0.09; H 0.08; H 0.07; H 0.08; C -0.17; Si 0.48; C -0.20; C -0.20; C -0.24; C -0.08; C -0.04; C -0.14; N 0.05; C -0.70; S 0.88; H 0.03; H 0.03; H 0.00; H 0.02; H 0.00; H 0.03; H 0.02; H 0.03; H 0.03; H 0.09; H 0.10; H 0.09; F -0.58; Sb 1.60; F -0.51; F -0.66; F -0.44; F -0.56; F -0.51; F -0.03; B -0.83; F 0.14; C -0.08; C -0.57; C -0.06; C -0.06; C -0.18; C -0.04; C 0.02; C -0.21; O 0.19; B -0.27; O 0.19; C -0.19; C 0.06; H 0.08; H 0.09; H 0.08; H 0.08; H 0.07; H 0.09; H 0.08; H 0.09; H 0.08; H 0.10; H 0.12; H 0.11; C -0.07; C -0.28; C -0.04; C -0.05

Record 4
ORCA calculation (ωB97M-V/def2-TZVPD) on 13 unconnected molecules or ions with the total composition C29H71N13O18.

ORCA input file:
```
! wB97M-V def2-TZVPD RIJCOSX def2/J DEFGRID3
* xyz 0 1
C 8.52 -3.10 18.53
O 7.90 -3.90 19.21
N 8.04 -2.46 17.46
C 8.91 -1.98 16.44
C 6.64 -2.50 17.17
H 9.59 -3.01 18.69
H 8.98 -2.74 15.67
H 9.93 -1.85 16.77
H 8.52 -0.99 16.13
H 6.43 -3.17 16.31
H 6.08 -2.88 17.99
H 6.28 -1.54 16.81
C 14.89 5.14 23.13
O 15.96 5.28 23.76
N 13.69 5.04 23.75
C 12.42 4.79 23.05
C 13.54 5.29 25.16
H 14.82 5.06 22.01
H 11.81 5.69 23.26
H 11.93 3.84 23.40
H 12.57 4.68 21.96
H 14.55 5.00 25.53
H 13.31 6.24 25.55
H 12.85 4.56 25.51
C 16.53 2.00 22.42
O 16.95 1.39 23.41
N 16.24 1.40 21.23
C 15.71 2.14 20.08
C 16.50 -0.03 20.97
H 16.34 3.11 22.44
H 16.14 1.52 19.23
H 16.06 3.17 20.01
H 14.62 2.07 19.99
H 16.61 -0.56 21.97
H 15.61 -0.46 20.48
H 17.32 -0.19 20.25
C 6.69 -0.56 25.95
O 5.93 -1.46 26.10
N 7.13 -0.01 24.77
C 8.23 0.98 24.80
C 6.55 -0.39 23.48
H 7.14 -0.05 26.85
H 8.44 1.34 25.82
H 8.08 1.80 24.11
H 9.21 0.49 24.54
H 5.94 0.43 23.04
H 7.39 -0.52 22.72
H 6.04 -1.28 23.57
C 12.48 4.80 18.78
O 11.80 5.22 19.71
N 12.03 4.08 17.70
C 10.67 3.39 17.64
C 13.00 3.60 16.70
H 13.54 5.07 18.60
H 10.68 2.47 18.19
H 10.60 3.21 16.61
H 9.90 4.12 18.06
H 13.86 4.23 16.73
H 13.42 2.61 16.72
H 12.56 3.66 15.68
C 10.17 -5.55 20.85
O 10.99 -6.10 20.11
N 9.52 -6.05 21.89
C 8.52 -5.24 22.55
C 9.72 -7.41 22.35
H 9.95 -4.52 20.55
H 7.80 -5.97 22.84
H 8.12 -4.56 21.76
H 8.89 -4.73 23.48
H 8.92 -8.03 21.98
H 10.75 -7.69 22.07
H 9.66 -7.47 23.49
C 12.03 0.97 20.88
O 11.51 1.19 19.79
N 12.04 -0.16 21.60
C 12.72 -0.21 22.86
C 11.17 -1.31 21.30
H 12.45 1.84 21.37
H 12.28 -1.04 23.46
H 12.53 0.71 23.46
H 13.77 -0.38 22.96
H 11.86 -2.14 21.04
H 10.53 -1.60 22.10
H 10.51 -1.07 20.48
C 7.49 4.17 19.56
O 7.57 4.42 18.38
N 6.83 3.04 19.99
C 6.45 2.94 21.38
C 6.15 2.24 18.99
H 7.96 4.72 20.36
H 6.97 2.18 22.00
H 5.39 2.57 21.53
H 6.61 3.93 21.84
H 5.22 2.75 18.64
H 6.76 2.05 18.09
H 5.87 1.32 19.44
C 12.69 -5.97 17.33
N 12.74 -4.53 17.12
O 13.67 -3.92 17.58
O 11.85 -4.01 16.46
H 12.28 -6.38 16.43
H 12.12 -6.05 18.28
H 13.70 -6.32 17.53
C 12.17 -2.14 26.80
N 12.13 -0.74 26.22
O 11.08 -0.14 26.25
O 13.20 -0.27 25.88
H 12.25 -2.74 25.95
H 11.29 -2.27 27.36
H 13.12 -2.16 27.30
C 16.26 -1.11 25.43
N 15.48 -2.18 24.80
O 14.99 -3.06 25.42
O 15.37 -2.06 23.58
H 15.51 -0.53 25.87
H 16.80 -0.52 24.68
H 17.00 -1.48 26.19
C 12.93 -0.61 16.82
N 14.02 -0.42 17.81
O 13.82 -0.68 18.97
O 15.08 -0.06 17.38
H 12.65 -1.65 16.69
H 13.33 -0.20 15.89
H 12.12 0.02 17.15
C 13.57 -5.13 22.61
N 12.66 -4.75 23.72
O 12.05 -3.68 23.61
O 12.52 -5.56 24.59
H 13.92 -6.11 22.79
H 14.46 -4.54 22.58
H 13.04 -4.87 21.67
*
```

LUMO energy = 0.038 eV
gap between HOMO and LUMO = 8.9741 eV

Atomic partial charges in e from the Löwdin method, atoms 1 to 99: C -0.33; O 0.00; N -0.20; C -0.05; C -0.04; H 0.13; H 0.09; H 0.06; H 0.11; H 0.11; H 0.08; H 0.08; C -0.32; O -0.04; N -0.20; C -0.05; C -0.05; H 0.14; H 0.10; H 0.09; H 0.06; H 0.10; H 0.07; H 0.08; C -0.30; O -0.03; N -0.18; C -0.05; C -0.04; H 0.12; H 0.09; H 0.08; H 0.07; H 0.08; H 0.06; H 0.10; C -0.37; O 0.04; N -0.18; C -0.06; C -0.04; H 0.14; H 0.08; H 0.07; H 0.08; H 0.08; H 0.10; H 0.05; C -0.33; O -0.01; N -0.15; C 0.00; C -0.07; H 0.13; H 0.04; H 0.06; H 0.09; H 0.07; H 0.06; H 0.10; C -0.35; O -0.03; N -0.19; C -0.04; C -0.03; H 0.11; H 0.07; H 0.09; H 0.11; H 0.09; H 0.09; H 0.11; C -0.34; O -0.02; N -0.15; C -0.06; C -0.03; H 0.12; H 0.07; H 0.09; H 0.06; H 0.10; H 0.07; H 0.08; C -0.31; O 0.01; N -0.20; C -0.08; C -0.06; H 0.13; H 0.05; H 0.10; H 0.09; H 0.11; H 0.09; H 0.06; C 0.05; N -0.45; O 0.08